A molecular structure, C24H44N12O20P at a distorted geometry. Source: the OMol25 dataset; level of theory: wB97M-V/def2-TZVPD.

Results
- total charge = -3
- HOMO (eV) = -1.21

Positions of all 101 atoms, in Å:
P  -0.105726  -0.123409  -0.104100
O  0.614081  -1.296743  -0.481203
O  0.863799  1.129703  -0.312148
O  -0.470230  -0.163637  1.301885
O  -1.344754  0.085932  -0.932240
N  2.382391  2.897087  -0.599839
C  2.879363  3.554085  0.566822
C  3.868460  4.614885  0.269699
C  3.628805  4.795970  -1.231700
C  2.664268  3.699525  -1.741110
H  1.680856  2.053677  -0.521234
H  2.756352  2.847653  1.318894
H  4.310911  5.225820  1.093775
H  3.893999  5.621070  -1.877942
H  2.209508  3.509713  -2.578786
N  -1.008740  0.161231  3.587561
C  -0.120778  0.478464  4.560768
C  -0.935946  0.524109  5.842217
C  -2.303614  -0.009197  5.479300
C  -2.334064  -0.229383  4.086805
H  -0.717475  0.052742  2.599334
H  0.985499  0.405370  4.432316
H  -0.593963  0.800740  6.853508
H  -3.311031  0.037744  6.145477
H  -3.064063  -0.327043  3.421423
N  2.903797  -2.316489  -0.501324
C  3.802332  -1.462069  -0.937916
C  5.188886  -2.191770  -0.956151
C  4.903783  -3.497534  -0.276168
C  3.297162  -3.498670  -0.059289
H  1.834515  -1.895446  -0.461016
H  3.660867  -0.336038  -1.196334
H  6.147468  -1.723710  -1.280651
H  5.529890  -4.182397  0.083401
H  2.748071  -4.420108  0.366076
N  -2.684946  -0.253495  -2.945388
C  -2.498243  0.416494  -4.144434
C  -3.614279  0.052556  -5.100958
C  -4.521829  -0.919483  -4.396803
C  -3.942689  -0.977408  -3.019934
H  -2.057316  -0.085365  -1.938242
H  -1.736437  1.031230  -4.304609
H  -3.463565  0.299661  -6.224888
H  -5.432652  -1.400271  -4.903468
H  -4.134859  -1.654599  -2.210427
C  -2.830212  -2.535652  0.547362
N  -3.047913  -3.923985  1.013123
O  -4.041822  -4.244526  1.577197
O  -2.136232  -4.685583  0.767863
H  -2.526890  -1.818769  1.350386
H  -3.825923  -2.111694  0.209596
H  -2.269550  -2.618967  -0.424614
C  1.535132  -0.076391  -3.191223
N  1.326142  0.127501  -4.607973
O  0.845527  1.184894  -5.040089
O  1.982560  -0.678639  -5.417886
H  2.386463  -0.661138  -3.377460
H  0.618971  -0.471571  -2.831071
H  1.636699  1.054866  -2.626321
C  -0.199759  3.135037  2.064393
N  0.396529  4.320169  2.670340
O  1.282299  4.271148  3.563647
O  0.143043  5.382364  2.093975
H  -0.481832  3.536169  1.075984
H  -1.009766  2.872138  2.715107
H  0.651084  2.176471  2.012461
C  -0.735337  -3.359739  -2.640459
N  -1.385565  -4.657771  -2.398528
O  -2.589260  -4.675048  -2.077025
O  -0.864332  -5.724206  -2.782562
H  -1.313404  -2.691777  -2.573333
H  -0.472601  -3.392139  -3.612980
H  -0.020696  -2.891753  -1.880879
C  0.351563  -3.015118  2.484207
N  1.524712  -3.833450  3.224652
O  2.274845  -3.101164  3.991705
O  1.554054  -4.985749  3.199409
H  -0.706183  -3.626656  2.423046
H  0.705579  -2.614599  1.578161
H  -0.028510  -2.074060  2.982015
C  -3.457492  1.380701  0.789039
N  -4.225671  2.069906  1.734822
O  -3.684999  3.090128  2.260291
O  -5.234890  1.519769  2.096283
H  -2.890483  0.493301  1.232633
H  -2.718252  2.111385  0.256640
H  -4.300490  1.133771  0.084114
C  2.915774  -0.318383  2.023821
N  3.723313  0.257778  3.111273
O  3.250828  0.369701  4.147804
O  4.746016  0.878287  2.685198
H  2.779316  0.439933  1.297850
H  1.974114  -0.732255  2.308831
H  3.387320  -1.094756  1.625599
C  -0.673467  2.856698  -2.268172
N  -1.497801  3.867875  -3.028793
O  -1.475775  3.892154  -4.322207
O  -1.929019  4.842289  -2.358891
H  -0.728927  3.257210  -1.372095
H  0.140817  2.938200  -2.813237
H  -1.187509  1.824497  -2.323989

Atoms 1-6, force components in eV/Å:
0.9946 7.0124 -0.9299
2.8540 -6.2893 -2.3637
-2.0600 -2.1456 0.0784
-1.2624 -0.5568 3.1828
-1.7696 0.3138 -0.9379
1.9196 5.4427 -0.5909

Here are the Mulliken charges for atoms 1 to 4, given in e:
1 P -2.28
2 O 0.90
3 O 0.01
4 O 0.36



A molecular structure, C24H45AsCuF9N4O8 at a distorted geometry. Source: the OMol25 dataset; level of theory: wB97M-V/def2-TZVPD.

Results
- total charge = +1
- spin multiplicity = 2
- expectation value of S² = 0.754
- HOMO (alpha / beta) (eV) = -12.00 / -12.00

Positions of all 92 atoms, in Å:
Cu  2.450645  3.361658  -1.118411
As  1.874823  -0.436267  -0.070244
F  0.123336  -0.013082  -0.081003
F  1.979497  -0.198925  1.695652
F  3.668925  -0.794367  -0.135581
F  1.912490  -0.694595  -1.814205
F  2.204528  1.321948  -0.250734
F  1.543741  -2.160273  0.183924
C  -1.180529  -1.772614  -2.888034
C  -1.054315  -0.526839  -3.581140
N  -0.952645  0.474440  -4.109456
H  -1.874405  -1.895661  -2.056470
H  -0.191023  -2.123470  -2.594959
H  -1.537665  -2.510084  -3.606855
C  -1.057433  -2.118826  2.242464
C  -1.925773  -2.573151  3.314569
N  -2.627650  -2.937108  4.218117
H  -1.026476  -2.905969  1.489096
H  0.006786  -2.026065  2.459088
H  -1.462792  -1.164538  1.906128
C  4.384956  -1.147055  -3.682211
C  5.486733  -0.216376  -3.464111
N  6.382904  0.538123  -3.348804
H  4.718329  -1.876754  -4.420116
H  3.548190  -0.660411  -4.183302
H  4.080955  -1.636609  -2.756993
C  3.728964  -3.450601  2.340856
C  2.613393  -4.387519  2.526018
N  1.768158  -5.136406  2.683841
H  3.737059  -3.140737  1.295857
H  4.681206  -3.899683  2.623101
H  3.649064  -2.609669  3.029732
C  5.434063  1.999368  0.645620
O  4.215645  2.817323  0.673398
C  3.716274  2.819839  1.985606
C  2.480381  3.803697  2.140960
O  1.593541  3.487230  1.032066
C  0.287654  3.971358  1.303650
C  -0.531593  3.519100  0.099816
O  0.130182  3.929917  -1.117478
C  -0.830796  3.920199  -2.139551
H  5.217182  0.931227  0.657080
H  6.221023  2.238607  1.360855
H  5.956020  2.131453  -0.302125
H  4.543020  3.113455  2.632410
H  3.557293  1.780884  2.274376
H  2.748010  4.859668  2.103589
H  2.059062  3.626930  3.130590
H  0.284369  5.054007  1.430013
H  -0.091189  3.608251  2.259012
H  -1.510729  3.993601  0.164818
H  -0.582000  2.430272  0.103100
H  -0.455050  3.771471  -3.151871
H  -1.260365  4.921899  -2.152687
H  -1.651009  3.203734  -2.094681
C  -10.226831  2.485868  -0.044336
O  -9.290119  2.021571  0.877288
C  -8.606466  3.086721  1.628556
C  -7.327054  2.539402  2.270886
O  -6.317523  2.034548  1.399428
C  -5.087755  1.727720  2.108953
C  -3.932023  1.714747  1.123185
O  -4.171833  0.803890  0.094492
C  -3.326255  0.907944  -1.036267
H  -10.977407  3.125147  0.420500
H  -10.752284  1.600791  -0.402988
H  -9.725886  2.930244  -0.904382
H  -9.216345  3.560099  2.398003
H  -8.222237  3.888969  0.998580
H  -7.655165  1.783050  2.983883
H  -6.853722  3.214844  2.983512
H  -5.253901  0.708874  2.458861
H  -4.956322  2.408096  2.950328
H  -2.941030  1.582452  1.557382
H  -3.823138  2.754865  0.815958
H  -2.310877  0.678604  -0.712956
H  -3.362601  1.924811  -1.427115
H  -3.562877  0.226734  -1.853617
C  2.376729  -3.935047  -2.307210
C  3.284847  -4.278630  -1.150089
O  4.069198  -5.424047  -1.619479
C  4.970857  -5.969369  -0.873935
O  5.114514  -5.712452  0.318887
C  5.827768  -7.077307  -1.531210
F  7.097152  -6.967614  -1.224842
F  5.351956  -8.255997  -1.212193
F  5.673713  -6.982647  -2.821740
H  2.970213  -3.631230  -3.169511
H  1.583638  -3.206812  -2.137551
H  1.782713  -4.792200  -2.624288
H  2.568725  -4.537395  -0.370154
H  4.042662  -3.555245  -0.849200

Atoms 1-6, force components in eV/Å:
-0.3112 -0.3829 0.9709
1.3598 -0.5170 0.4720
1.4137 -0.5361 -0.0298
-0.2733 -0.1873 -1.5402
-2.0100 0.5240 0.3299
-0.5878 0.4811 1.0024

Here are the Mulliken charges for atoms 1 to 4, given in e:
1 Cu 0.58
2 As 2.04
3 F -0.54
4 F -0.54



5 unconnected molecules or ions with the total composition C24H45BrNO10P at a distorted geometry. Source: the OMol25 dataset; level of theory: wB97M-V/def2-TZVPD.

Results
- structure (SMILES) = NC(=O)CC[C@@H](OC(=O)CCOC=O)P(O)Br.C1CCOC1.C1CCOC1.C1CCOC1.C1CCOC1
- HOMO (eV) = -8.51

Positions of all 82 atoms, in Å:
N  0.788442  1.311227  4.656762
C  0.497877  2.338725  3.610195
O  1.427645  3.103239  3.267696
C  -1.000459  2.372211  3.025698
C  -1.422931  3.770629  2.369612
C  -2.285590  4.734686  3.343242
O  -3.248471  4.004361  4.131260
C  -4.571527  4.120459  3.670917
O  -4.970547  4.589404  2.583083
C  -5.710863  3.511675  4.656556
C  -6.518828  2.396322  3.839748
O  -5.736812  1.150956  3.863112
C  -5.847492  0.538084  2.569647
O  -4.881564  -0.181083  2.200371
P  -1.094642  5.554736  4.633004
O  0.376828  5.882679  3.768420
Br  -0.717445  4.124641  6.366432
H  0.525008  1.664459  5.589457
H  0.133733  0.533751  4.436206
H  -1.010699  1.587777  2.171353
H  -1.756870  1.967007  3.800333
H  -2.102276  3.529734  1.462933
H  -0.493492  4.269043  1.929523
H  -2.691718  5.611593  2.738689
H  -5.209012  3.080302  5.604670
H  -6.430505  4.338901  4.969127
H  -6.635322  2.667527  2.721873
H  -7.583744  2.259666  4.242945
H  -6.794135  0.642847  1.913795
H  0.127073  6.230354  2.872372
C  1.596787  -0.417567  -0.247988
C  0.632577  -0.617907  -1.395704
C  -0.557269  0.213345  -0.957888
O  -0.040782  1.294110  -0.168124
C  1.337685  1.026308  0.133377
H  2.638655  -0.607759  -0.510862
H  1.326871  -1.078319  0.582936
H  1.059646  -0.203596  -2.315311
H  0.378074  -1.663301  -1.578423
H  -1.237672  -0.368299  -0.326155
H  -1.123252  0.613718  -1.802733
H  1.949640  1.709963  -0.463391
H  1.528034  1.222172  1.190569
C  6.337802  1.855449  2.172164
C  6.743788  2.001833  0.722694
C  5.443086  1.710496  0.000337
O  4.383007  2.139933  0.864507
C  4.928711  2.414243  2.162754
H  6.997648  2.376230  2.868285
H  6.317875  0.795414  2.446780
H  7.056916  3.032855  0.527457
H  7.555736  1.336317  0.423740
H  5.318046  0.636328  -0.175714
H  5.369493  2.231291  -0.957555
H  4.931692  3.500529  2.302051
H  4.293863  1.966907  2.930359
C  0.843700  -6.362063  -1.540364
C  1.769453  -6.147628  -2.716883
C  1.642156  -4.655369  -2.950136
O  1.373421  -4.056930  -1.673356
C  1.057129  -5.094752  -0.735961
H  1.058387  -7.268533  -0.971546
H  -0.193283  -6.413572  -1.888684
H  2.797058  -6.394946  -2.430018
H  1.508670  -6.739945  -3.595682
H  0.800465  -4.426680  -3.611198
H  2.548398  -4.219009  -3.376809
H  1.906068  -5.197750  -0.051137
H  0.175102  -4.811127  -0.157098
C  -2.120665  -2.882547  -6.972698
C  -1.670396  -4.049149  -7.823151
C  -0.271385  -4.301663  -7.296596
O  -0.273298  -3.920967  -5.913922
C  -1.483576  -3.203336  -5.635210
H  -3.205040  -2.774851  -6.912828
H  -1.705268  -1.950829  -7.370808
H  -2.306323  -4.918650  -7.626517
H  -1.692009  -3.846235  -8.895284
H  0.466712  -3.679926  -7.814417
H  0.028794  -5.348145  -7.388788
H  -2.128287  -3.854317  -5.034597
H  -1.254303  -2.307686  -5.053505

Atoms 1-6, force components in eV/Å:
-1.4194 0.2856 -1.6247
1.9221 1.5780 0.3431
-3.5363 -2.3589 0.8179
0.3781 -0.5947 -0.4748
-1.2061 -0.7768 -0.7092
3.0417 -1.0036 -0.8795

Here are the Mulliken charges for atoms 1 to 4, given in e:
1 N -0.71
2 C 0.44
3 O -0.48
4 C -0.17